(1)
Here is a 2-piece molecular cluster, C10H20N2OP overall at a distorted geometry from the Open Molecules 2025 dataset. Energies are from ωB97M-V/def2-TZVPD.

Cartesian coordinates (Å):
C (-0.489, 0.528, -0.159)
C (0.781, -0.945, -1.685)
C (-1.483, -2.355, -1.889)
C (2.058, -1.473, -2.220)
C (-1.280, -2.012, -4.356)
C (-2.079, -2.083, -3.109)
C (1.610, 1.514, 2.590)
C (1.460, 0.389, 1.479)
C (0.204, 2.145, 3.051)
C (0.866, 0.933, 0.199)
N (0.618, -0.091, -0.820)
N (-0.829, 1.159, 3.216)
O (-1.204, -0.470, 0.468)
P (-0.701, -2.777, -0.527)
H (-1.110, 1.396, -0.525)
H (1.930, -1.021, -3.225)
H (1.858, -2.643, -2.426)
H (3.014, -1.357, -1.766)
H (-0.487, -1.376, -4.139)
H (-1.775, -1.622, -5.190)
H (-0.850, -3.035, -4.517)
H (-2.974, -2.680, -3.464)
H (-2.414, -1.027, -3.093)
H (2.116, 1.099, 3.517)
H (2.140, 2.360, 2.252)
H (0.758, -0.475, 1.812)
H (2.441, 0.078, 1.304)
H (-0.192, 2.783, 2.275)
H (0.394, 2.702, 3.965)
H (1.321, 1.818, -0.163)
H (-1.561, 1.399, 3.867)
H (-0.298, 0.358, 3.668)
H (-1.767, -0.362, 1.274)
H (-1.716, -3.568, 0.244)

Calculated values
HOMO-LUMO gap (alpha / beta), eV: 6.967 / 6.547
Relative energy (zero: lowest compared OMol25 entry of this formula, charge and spin), eV: 5.4838
Spin multiplicity: 1
Charge: +1
HOMO level (alpha / beta), eV: -11.53 / -11.31
Total energy, eV: -24995.8081



(2)
Here is C19H21N3O2S in the gas phase from the Open Molecules 2025 dataset. Energies are from ωB97M-V/def2-TZVPD.

Cartesian coordinates (Å):
C (0.222, -2.105, 2.263)
C (1.253, -2.007, 1.188)
C (1.568, -3.054, 0.379)
C (2.584, -2.936, -0.632)
O (2.961, -3.778, -1.415)
N (3.173, -1.655, -0.648)
C (2.787, -0.663, 0.180)
S (3.656, 0.846, 0.001)
C (2.662, 1.948, 1.060)
C (1.932, 2.924, 0.137)
O (2.286, 4.083, 0.076)
C (0.960, 2.318, -0.763)
C (-0.076, 1.495, -0.506)
N (-0.666, 1.233, 0.702)
C (-0.440, 1.946, 1.927)
C (-1.740, 0.372, 0.544)
C (-2.595, -0.133, 1.510)
C (-3.598, -1.000, 1.097)
C (-3.740, -1.351, -0.234)
C (-2.883, -0.833, -1.199)
C (-1.885, 0.026, -0.802)
C (-0.834, 0.750, -1.600)
C (0.095, -0.234, -2.319)
C (-1.477, 1.713, -2.603)
N (1.859, -0.792, 1.071)
H (0.489, -1.454, 3.092)
H (0.131, -3.129, 2.613)
H (-0.745, -1.785, 1.874)
H (1.076, -4.008, 0.474)
H (3.916, -1.500, -1.319)
H (3.348, 2.484, 1.715)
H (2.014, 1.270, 1.609)
H (1.118, 2.597, -1.796)
H (0.121, 2.858, 1.721)
H (0.113, 1.340, 2.650)
H (-1.401, 2.218, 2.368)
H (-2.492, 0.130, 2.552)
H (-4.275, -1.408, 1.832)
H (-4.526, -2.031, -0.527)
H (-3.001, -1.104, -2.237)
H (0.932, 0.293, -2.771)
H (-0.449, -0.760, -3.099)
H (0.482, -0.970, -1.617)
H (-2.094, 1.158, -3.306)
H (-0.716, 2.252, -3.160)
H (-2.106, 2.434, -2.085)

Calculated values
HOMO-LUMO gap, eV: 8.253
Relative energy (zero: lowest compared OMol25 entry of this formula, charge and spin), eV: 1.0804
Spin multiplicity: 1
HOMO level, eV: -7.86
Total energy, eV: -39445.2541



(3)
Here is C40H110AsF6N10O10 as an isolated structure at a distorted geometry from the Open Molecules 2025 dataset. Energies are from ωB97M-V/def2-TZVPD.

Cartesian coordinates (Å):
As (-1.129, -19.011, -19.893)
F (-2.791, -18.690, -19.258)
F (-1.762, -19.533, -21.499)
F (0.564, -19.445, -20.322)
F (-0.424, -18.547, -18.252)
F (-1.325, -20.645, -19.305)
F (-0.993, -17.300, -20.467)
C (-2.923, -17.668, -14.050)
C (-3.076, -19.063, -13.528)
C (-4.441, -19.364, -13.056)
O (-4.425, -20.603, -12.343)
C (-5.687, -21.435, -12.307)
N (-2.582, -19.988, -14.455)
H (-1.889, -17.369, -14.218)
H (-3.376, -16.920, -13.399)
H (-3.506, -17.481, -14.952)
H (-2.420, -19.044, -12.657)
H (-5.065, -19.484, -13.942)
H (-4.909, -18.538, -12.520)
H (-6.597, -20.870, -12.107)
H (-5.491, -22.130, -11.491)
H (-5.886, -21.898, -13.274)
H (-2.645, -19.403, -15.276)
H (-3.424, -20.547, -14.461)
C (3.211, -16.999, -24.308)
C (2.074, -16.030, -23.960)
C (0.635, -16.503, -24.270)
O (0.560, -16.798, -25.673)
C (-0.764, -16.703, -26.216)
N (2.160, -15.736, -22.510)
H (4.149, -16.473, -24.127)
H (3.270, -17.122, -25.389)
H (3.166, -17.925, -23.735)
H (2.086, -14.984, -24.268)
H (-0.040, -15.667, -24.084)
H (0.402, -17.434, -23.754)
H (-1.279, -15.752, -26.354)
H (-1.443, -17.352, -25.661)
H (-0.755, -17.183, -27.195)
H (2.348, -16.529, -21.914)
H (1.361, -15.198, -22.204)
C (-7.498, -17.883, -17.591)
C (-8.539, -19.022, -17.538)
C (-8.036, -20.462, -17.983)
O (-7.166, -21.059, -17.016)
C (-6.842, -22.388, -17.512)
N (-9.088, -19.065, -16.239)
H (-6.843, -17.904, -18.461)
H (-6.944, -17.707, -16.669)
H (-8.030, -16.931, -17.592)
H (-9.414, -18.806, -18.151)
H (-7.720, -20.269, -19.008)
H (-8.960, -21.038, -17.960)
H (-7.754, -22.974, -17.626)
H (-6.162, -22.924, -16.849)
H (-6.424, -22.280, -18.513)
H (-9.321, -20.030, -16.054)
H (-8.463, -18.750, -15.510)
C (3.925, -17.359, -13.909)
C (2.401, -17.324, -14.383)
C (2.223, -16.055, -15.355)
O (2.548, -14.773, -14.736)
C (1.610, -14.380, -13.792)
N (2.074, -18.580, -14.968)
H (4.556, -17.761, -14.702)
H (4.128, -17.915, -12.993)
H (4.401, -16.393, -13.742)
H (1.750, -17.040, -13.555)
H (1.280, -16.016, -15.900)
H (2.841, -16.158, -16.247)
H (1.795, -13.360, -13.457)
H (1.704, -15.153, -13.029)
H (0.617, -14.425, -14.239)
H (2.909, -18.904, -15.435)
H (1.515, -18.418, -15.794)
C (-6.238, -11.624, -15.495)
C (-5.829, -11.327, -16.958)
C (-4.529, -11.924, -17.484)
O (-4.533, -13.300, -17.368)
C (-3.364, -13.820, -18.006)
N (-6.985, -11.735, -17.750)
H (-5.448, -11.210, -14.868)
H (-6.352, -12.676, -15.235)
H (-7.121, -11.150, -15.067)
H (-5.840, -10.239, -17.005)
H (-3.725, -11.470, -16.905)
H (-4.290, -11.558, -18.483)
H (-2.894, -13.257, -18.812)
H (-3.771, -14.811, -18.209)
H (-2.598, -13.936, -17.238)
H (-6.719, -11.938, -18.703)
H (-7.379, -12.638, -17.530)
C (-3.656, -24.936, -22.385)
C (-4.754, -24.205, -23.196)
C (-6.142, -24.908, -23.216)
O (-5.899, -26.171, -23.906)
C (-6.736, -27.236, -23.518)
N (-4.857, -22.830, -22.571)
H (-3.134, -25.758, -22.876)
H (-4.032, -25.144, -21.383)
H (-2.805, -24.287, -22.179)
H (-4.472, -24.019, -24.232)
H (-6.855, -24.316, -23.790)
H (-6.501, -24.910, -22.187)
H (-6.303, -27.987, -22.856)
H (-7.041, -27.814, -24.390)
H (-7.651, -26.851, -23.068)
H (-5.424, -22.328, -23.239)
H (-3.986, -22.347, -22.407)
C (5.758, -22.726, -20.004)
C (4.808, -22.635, -18.796)
C (5.365, -21.678, -17.717)
O (5.063, -20.337, -18.003)
C (5.948, -19.487, -18.763)
N (3.504, -22.120, -19.204)
H (5.440, -23.459, -20.745)
H (6.739, -23.025, -19.637)
H (5.816, -21.714, -20.405)
H (4.667, -23.637, -18.391)
H (6.413, -21.957, -17.610)
H (4.931, -21.880, -16.738)
H (5.448, -18.624, -19.202)
H (6.425, -19.897, -19.654)
H (6.757, -19.104, -18.141)
H (3.606, -21.210, -19.631)
H (3.149, -22.742, -19.915)
C (0.664, -22.199, -24.619)
C (0.334, -22.376, -26.108)
C (-0.345, -23.728, -26.348)
O (0.603, -24.823, -26.234)
C (-0.065, -26.112, -26.437)
N (-0.458, -21.344, -26.483)
H (1.197, -21.268, -24.424)
H (1.308, -23.044, -24.377)
H (-0.266, -22.122, -24.056)
H (1.350, -22.279, -26.492)
H (-0.768, -23.827, -27.348)
H (-1.196, -23.935, -25.700)
H (-0.829, -25.958, -27.200)
H (-0.438, -26.493, -25.486)
H (0.740, -26.720, -26.848)
H (-0.088, -20.473, -26.131)
H (-0.574, -21.116, -27.461)
C (-0.302, -25.251, -16.795)
C (-0.512, -24.252, -15.608)
C (-0.785, -24.885, -14.219)
O (-0.875, -23.708, -13.376)
C (-1.242, -23.992, -12.017)
N (0.544, -23.344, -15.679)
H (-1.254, -25.771, -16.909)
H (0.561, -25.887, -16.600)
H (-0.143, -24.676, -17.707)
H (-1.433, -23.691, -15.762)
H (0.158, -25.405, -14.045)
H (-1.647, -25.534, -14.062)
H (-1.975, -24.799, -12.037)
H (-1.789, -23.135, -11.625)
H (-0.353, -24.161, -11.410)
H (0.510, -22.953, -16.610)
H (1.383, -23.906, -15.666)
C (-8.462, -18.598, -23.703)
C (-7.937, -19.475, -24.898)
C (-8.731, -19.265, -26.206)
O (-8.341, -19.981, -27.368)
C (-9.271, -20.986, -27.936)
N (-6.562, -19.145, -25.226)
H (-7.971, -17.625, -23.700)
H (-8.309, -19.121, -22.759)
H (-9.530, -18.474, -23.883)
H (-8.089, -20.513, -24.604)
H (-8.759, -18.213, -26.487)
H (-9.766, -19.563, -26.038)
H (-9.008, -21.476, -28.874)
H (-10.212, -20.500, -28.193)
H (-9.372, -21.836, -27.261)
H (-6.063, -19.820, -25.787)
H (-5.965, -18.994, -24.426)

Calculated values
HOMO-LUMO gap, eV: 8.463
Relative energy (zero: lowest compared OMol25 entry of this formula, charge and spin), eV: 9.2598
Spin multiplicity: 1
Charge: -1
HOMO level, eV: -6.52
Total energy, eV: -155777.3603